Entry 1:
36
Properties=species:S:1:pos:R:3:forces:R:3:nbo_charge:R:1 method="wB97M-V/def2-TZVPD" e_above_lowest_kcal_mol=15.5 gap_ev=9.45 homo_energy_ha=-0.326 smiles="CC[C@H](C)[C@H](NC(=O)[C@@H]1CCCN1)C(=O)O" multiplicity=1
C -0.161391 0.740013 -2.471752 1.155 1.693 0.241 -0.1676
C 0.304311 -0.208092 -1.379769 -0.697 0.338 -1.515 0.6959
C -1.277685 1.732253 -2.057919 -1.094 0.253 -0.361 -0.4205
C -2.260224 1.569076 -3.264030 -0.313 0.815 0.948 -0.4032
C -2.044370 0.152624 -3.650086 -0.163 -0.856 -1.315 -0.2323
C 0.789204 -0.394736 0.944303 0.269 -0.743 0.498 -0.1655
C -0.262930 -1.389536 1.358988 -0.592 -0.647 0.661 0.7921
C 1.245462 0.430291 2.124096 1.895 0.266 0.321 -0.2085
C 0.171320 1.337391 2.666279 0.115 0.743 -0.274 -0.6131
C 1.834577 -0.425415 3.265971 1.461 -0.484 -0.208 -0.3956
C 2.919925 0.352577 4.071276 -0.223 -0.650 -0.269 -0.6069
H -0.292650 -0.916857 -3.619864 0.066 0.622 -0.036 0.3929
H 0.693275 1.392766 -2.742620 0.108 -0.513 0.340 0.2147
H -1.796392 1.403544 -1.118245 0.390 0.342 -0.754 0.2009
H -0.994189 2.814822 -1.979685 0.115 -1.133 0.205 0.2215
H -3.292885 1.718190 -2.930323 0.130 0.403 -0.340 0.2112
H -1.959547 2.243857 -4.094252 -0.395 -0.361 0.546 0.2118
H -2.451716 -0.074239 -4.646891 0.153 0.063 0.180 0.2000
H -2.536458 -0.556692 -2.965289 0.159 0.173 0.223 0.1660
H -0.121672 1.253783 0.052987 0.412 -0.648 -0.652 0.4153
H 1.605153 -1.038865 0.653607 0.479 -0.109 -0.226 0.2491
H 2.121766 1.032547 1.704701 -1.142 -0.466 0.517 0.2127
H -0.293988 1.901656 1.842593 -0.223 -0.094 0.450 0.1897
H -0.567926 0.745736 3.219487 -0.017 0.328 -0.126 0.2155
H 0.634840 2.096525 3.312776 -0.348 -0.307 0.039 0.2253
H 1.067697 -0.805837 3.929898 -0.296 0.128 0.118 0.2124
H 2.308832 -1.356654 2.860399 -0.328 0.802 0.148 0.2144
H 3.746226 0.638414 3.391973 -0.403 0.018 0.383 0.2019
H 3.354611 -0.290934 4.868512 -0.367 0.489 -0.453 0.2162
H 2.473490 1.245515 4.524179 0.306 -0.094 -0.003 0.1988
H -2.072951 -1.817301 1.119257 0.325 0.310 -0.225 0.5012
N -0.585594 0.068665 -3.668788 -0.516 -1.219 -0.167 -0.6170
N 0.435585 0.422464 -0.165655 0.023 -0.841 -0.260 -0.6246
O 0.530548 -1.375972 -1.706033 0.235 1.167 1.790 -0.6217
O -0.096369 -2.283462 2.162591 -0.186 0.690 -0.790 -0.5951
O -1.449759 -1.146385 0.770162 -0.493 -0.477 0.367 -0.6879

---

Entry 2:
5
Properties=species:S:1:pos:R:3:forces:R:3:nbo_charge:R:1 method="wB97M-V/def2-TZVPD" e_above_lowest_kcal_mol=0.0 gap_ev="8.49 / 9.11" homo_energy_ha="-0.311 / -0.381" multiplicity=3
O 1.160813 -0.524652 -0.935277 1.267 -0.224 -0.382 -0.9515
P -1.347674 1.021917 0.553054 -0.064 0.092 0.213 0.0935
I -1.955611 1.503029 2.807238 0.038 -0.049 -0.185 -0.0952
H 1.846468 -1.074919 -1.393659 -1.336 0.587 0.589 0.4796
H 0.296003 -0.925374 -1.031356 0.095 -0.407 -0.235 0.4736

---

Entry 3:
24
Properties=species:S:1:pos:R:3:forces:R:3:nbo_charge:R:1 method="wB97M-V/def2-TZVPD" e_above_lowest_kcal_mol=25.9 gap_ev=4.89 homo_energy_ha=-0.100 charge=-1 multiplicity=1
Li 0.037620 0.567286 0.075056 1.067 -0.002 0.020 0.9098
S 2.227721 -1.270528 1.430177 2.788 3.607 -1.459 2.6421
O 2.476786 -2.512258 0.838486 -0.166 -4.997 -2.437 -1.1035
O 2.091086 -1.379751 2.832883 -1.270 0.182 3.807 -1.0913
O 3.418859 -0.419806 1.097693 -0.780 0.995 -0.101 -1.1453
O 0.998405 -0.656046 0.804946 -1.294 0.178 0.252 -1.2512
C -2.609277 -0.921607 -1.215509 -0.529 -2.595 -7.259 -0.2304
O -1.584781 -0.502780 -0.480426 0.837 1.020 1.656 -0.7265
H -2.343176 -2.114986 -1.643720 -1.011 3.149 1.085 0.1397
H -2.659049 -0.283701 -2.220109 0.028 -1.289 2.062 0.1723
H -3.598478 -0.942980 -0.820316 -0.669 0.119 0.891 0.1629
H -1.631361 -1.163380 0.195608 1.488 -0.348 1.561 0.5034
C -1.350402 1.624590 2.250415 -1.899 -1.360 -0.730 -0.2900
O -0.343130 2.268593 1.419586 1.470 3.238 5.681 -0.7364
H -2.021754 2.438592 2.690344 0.748 -1.172 -0.429 0.1578
H -1.044007 0.838465 3.148259 -0.183 2.028 -2.690 0.2221
H -1.972327 1.095809 1.378288 0.908 0.641 2.483 0.1727
H 0.074180 3.024061 2.250090 -1.205 -3.539 -4.460 0.4800
C 1.448308 -0.107772 -2.517867 -5.448 4.251 -1.003 -0.2256
O 1.740506 0.750849 -1.434936 -1.855 -0.509 -1.490 -0.7245
H 1.431670 0.482906 -3.613272 -0.847 -1.000 2.687 0.1088
H 0.534499 -0.809394 -2.304256 0.806 2.155 -0.304 0.1812
H 2.008898 -0.828226 -2.801155 5.396 -4.620 -0.691 0.1697
H 2.669206 0.822064 -1.360265 1.621 -0.132 0.867 0.5021

---

Entry 4:
77
Properties=species:S:1:pos:R:3:forces:R:3:mulliken_spin:R:1 method="wB97M-V/def2-TZVPD" e_above_lowest_kcal_mol=0.0 gap_ev="6.72 / 7.17" homo_energy_ha="-0.246 / -0.263" multiplicity=3
Ti 0.488434 -0.992188 -0.614145 0.366 0.268 -0.527 1.7377
C 2.747912 0.991405 -3.426626 0.176 -0.063 -0.047 0.0015
C 3.086403 -0.429282 -3.860181 -0.078 0.142 0.025 0.0099
S 3.961260 -1.354287 -2.580394 0.081 0.043 0.017 0.0084
C 3.232579 -2.995579 -2.751182 -0.082 -0.158 0.098 0.0130
C 3.205734 -3.726114 -1.418684 0.181 -0.033 0.029 0.0141
S 1.953600 -3.143734 -0.227626 0.003 -0.147 -0.093 0.0305
C 2.985465 -2.728771 1.198058 0.053 0.134 0.059 0.0454
C 3.761512 -1.422587 1.069129 -0.010 -0.158 -0.089 -0.0315
S 2.591388 -0.061931 0.837796 -0.245 -0.102 0.294 0.0539
C 3.559041 1.157632 -0.085463 -0.074 0.092 -0.134 -0.0024
C 2.622769 2.067883 -0.874526 0.214 -0.028 0.182 0.0117
S 1.567643 1.207757 -2.045999 -0.051 -0.142 -0.159 0.0254
H 3.654252 1.526608 -3.135498 -0.015 -0.017 0.019 -0.0018
H 2.334263 1.523384 -4.281446 -0.098 0.005 -0.022 -0.0003
H 2.176766 -0.971807 -4.097464 -0.039 -0.043 -0.030 -0.0039
H 3.688979 -0.364587 -4.765030 0.105 -0.009 -0.010 0.0007
H 2.219624 -2.874695 -3.127625 -0.058 0.007 -0.038 -0.0088
H 3.794917 -3.600074 -3.461233 0.082 0.054 -0.050 0.0016
H 2.991434 -4.778058 -1.599820 -0.076 -0.031 -0.007 -0.0006
H 4.177197 -3.687124 -0.921875 0.037 0.042 -0.020 -0.0019
H 2.298017 -2.684404 2.043524 -0.065 0.030 0.023 0.0123
H 3.668472 -3.553776 1.398584 0.031 -0.040 -0.048 -0.0029
H 4.353476 -1.250923 1.967364 -0.010 0.036 0.039 -0.0024
H 4.431226 -1.456922 0.211036 -0.012 0.036 -0.084 0.0039
H 4.155895 1.753698 0.604422 -0.009 -0.006 0.088 -0.0002
H 4.227336 0.616701 -0.752662 0.004 -0.034 -0.044 0.0014
H 1.954214 2.607438 -0.211656 -0.068 -0.018 0.088 0.0037
H 3.199579 2.829782 -1.399426 0.033 -0.027 -0.075 -0.0011
S -1.379641 -2.600165 -0.317443 -0.013 -0.053 0.232 -0.0086
C -1.240919 -3.545644 -1.767218 0.078 0.033 -0.074 0.0369
C -1.820613 -4.856120 -1.751365 -0.100 -0.120 -0.035 -0.0023
N -2.296331 -5.904274 -1.728796 0.052 0.069 0.035 0.0044
C -0.657025 -3.077252 -2.901569 0.014 0.001 0.164 0.0098
S 0.029894 -1.475540 -2.985884 -0.112 -0.100 -0.087 -0.0191
C -0.587262 -3.880365 -4.082909 0.010 -0.066 -0.208 -0.0006
N -0.488475 -4.491009 -5.055264 0.004 0.059 0.130 0.0059
C -1.783578 3.937607 2.293789 0.171 0.151 0.163 0.0006
Si -0.590625 2.975296 1.213943 -0.106 -0.105 0.050 -0.0057
C 1.017471 3.091298 2.183923 0.109 0.141 0.031 0.0046
C -0.457020 3.851474 -0.437995 0.027 0.130 -0.107 0.0057
As -1.148776 0.714771 0.765741 -0.284 0.345 0.232 0.0066
Si -3.292186 0.796762 -0.313676 0.206 -0.078 0.098 -0.0155
C -4.335572 -0.654845 0.217938 -0.192 -0.029 -0.059 0.0062
C -3.008136 0.776594 -2.151074 -0.140 0.142 -0.082 0.0056
C -4.225853 2.357306 0.127781 -0.215 0.058 -0.058 0.0000
Si -1.680935 -0.069095 2.944140 -0.007 0.001 -0.200 0.0260
C -3.224889 0.724573 3.647065 -0.120 0.026 0.106 -0.0016
C -0.228869 0.351047 4.051760 -0.050 -0.041 0.243 -0.0008
C -1.934814 -1.911523 2.891491 -0.133 -0.041 0.260 0.0115
H -1.442279 4.982943 2.262725 -0.083 -0.126 0.024 0.0001
H -1.716250 3.616112 3.338782 -0.043 0.001 -0.126 0.0001
H -2.824302 3.920511 1.986864 -0.079 -0.056 -0.068 -0.0004
H 1.323297 4.146904 2.164348 0.023 -0.138 0.015 0.0006
H 1.855518 2.483833 1.843863 -0.075 0.010 -0.009 -0.0006
H 0.842430 2.825501 3.228438 -0.021 0.033 -0.063 0.0001
H 0.106225 4.785004 -0.309635 -0.081 -0.081 -0.042 0.0001
H -1.451111 4.117128 -0.813192 0.064 -0.037 0.061 0.0001
H 0.030578 3.259771 -1.217626 -0.065 0.062 0.096 0.0004
H -3.905411 -1.612910 -0.083481 -0.029 0.139 0.043 -0.0018
H -5.299926 -0.529751 -0.294435 0.083 -0.080 0.066 0.0003
H -4.541751 -0.676983 1.290860 0.049 0.002 -0.092 -0.0014
H -2.302432 0.008675 -2.462508 0.021 -0.075 0.006 0.0019
H -2.640627 1.746965 -2.501388 -0.004 -0.076 0.014 -0.0003
H -3.969970 0.581783 -2.643436 0.126 0.045 0.013 0.0010
H -4.476109 2.416788 1.188976 0.031 -0.009 -0.017 0.0003
H -5.171777 2.313205 -0.431950 0.121 0.052 0.105 -0.0004
H -3.718652 3.278419 -0.167238 0.026 -0.063 0.017 0.0006
H -3.157012 1.812378 3.712777 0.028 -0.049 -0.025 -0.0001
H -3.365524 0.339125 4.666093 0.006 0.053 -0.114 0.0000
H -4.126049 0.475202 3.079470 0.127 0.020 0.040 -0.0005
H -0.311728 1.367184 4.449182 0.016 -0.083 -0.039 0.0009
H 0.734389 0.257420 3.550480 0.030 -0.020 -0.052 0.0033
H -0.235111 -0.337596 4.906446 0.018 0.105 -0.074 0.0015
H -2.829436 -2.191445 2.329280 0.093 0.028 0.041 0.0013
H -2.063099 -2.243979 3.930834 -0.024 -0.023 -0.123 0.0010
H -1.099114 -2.458528 2.459742 0.066 0.008 -0.012 0.0048

---

Entry 5:
19
Properties=species:S:1:pos:R:3:forces:R:3:nbo_charge:R:1 method="wB97M-V/def2-TZVPD" e_above_lowest_kcal_mol=65.0 gap_ev=9.27 homo_energy_ha=-0.307 multiplicity=1
C -0.244120 0.394838 0.072507 2.364 -2.910 1.114 0.4491
C 1.594747 1.703535 -0.372687 1.947 1.080 -1.763 -0.3355
C 1.326169 -0.984857 0.551391 -1.532 3.561 -1.572 -0.4177
C 1.377283 -1.955381 -0.569658 -0.031 -2.428 -2.815 -0.6836
C -2.622132 0.979684 0.460363 -0.118 0.651 -2.471 -0.6148
C -1.593058 -0.135622 0.324289 0.508 0.124 1.369 -0.5159
N 0.212345 1.453385 -0.330881 -0.367 0.501 0.010 -0.4712
S 2.545021 0.329511 0.574818 -0.259 0.125 0.170 0.1231
H 2.007292 1.583378 -1.453523 -1.013 0.387 1.621 0.2157
H 1.845832 2.827860 -0.087621 -0.362 -2.621 -0.022 0.2340
H 1.092533 -1.310516 1.536502 -0.175 -0.425 0.577 0.2136
H 2.173298 -2.745337 -0.595622 -0.409 0.353 1.251 0.2232
H 1.742561 -1.539791 -1.563363 -1.175 0.395 1.098 0.2267
H 0.409742 -2.598835 -0.777110 1.580 1.562 0.547 0.2111
H -3.293538 1.060714 -0.488809 1.288 0.045 1.580 0.2133
H -1.987292 1.929500 0.554224 -1.656 -1.099 0.318 0.2388
H -3.272816 0.683142 1.263145 -0.267 0.697 0.543 0.2177
H -1.754085 -0.930382 -0.348371 -0.617 -0.654 -1.486 0.2422
H -1.559780 -0.744829 1.250397 0.295 0.656 -0.068 0.2302